# 1
# C4H6N2O2

A 2-piece molecular cluster, C4H6N2O2 overall (ωB97M-V/def2-TZVPD, the OMol25 dataset).

Geometry (Å):
C (-1.63, -1.56, 0.14)
C (-1.28, 1.82, -0.24)
C (0.73, -0.69, -0.24)
C (1.61, 0.44, 0.57)
H (-2.18, -1.60, -0.78)
H (-2.10, -1.42, 1.02)
H (-1.01, -2.35, 0.06)
H (-0.77, 1.76, -1.08)
H (-1.90, 2.72, 0.06)
H (2.31, 0.60, 2.20)
N (-0.67, -0.42, -0.13)
N (-1.28, 0.76, 0.43)
O (1.35, -1.73, -0.26)
O (1.48, 1.46, -0.35)

total energy	-415.7125	Ha
lowest unoccupied orbital energy	-0.848	eV
2S+1	1
gap between HOMO and LUMO	8.25	eV
energy above the lowest of the compared OMol25 structures with the same formula, charge and spin	8.929	eV

# 2
# C4H6N2O2

One molecule with the formula C4H6N2O2 (ωB97M-V/def2-TZVPD, the OMol25 dataset).

Geometry (Å):
C (0.94, -0.85, -0.07)
C (-0.39, -0.25, -0.07)
C (-2.53, -0.26, 0.06)
C (-0.87, 1.03, -0.12)
H (2.58, 0.22, -0.72)
H (2.61, -0.05, 0.83)
H (1.02, -1.55, 0.83)
H (1.09, -1.46, -0.96)
H (-3.47, -0.76, 0.08)
H (0.82, 1.70, 0.15)
N (1.97, 0.19, 0.07)
N (-2.28, 1.01, 0.04)
O (-1.45, -1.09, -0.06)
O (-0.04, 2.13, -0.06)

total energy	-415.9866	Ha
lowest unoccupied orbital energy	0.608	eV
2S+1	1
SMILES	NCc1ocnc1O
gap between HOMO and LUMO	8.91	eV
energy above the lowest of the compared OMol25 structures with the same formula, charge and spin	1.470	eV

# 3
# C4H6N2O2

One molecule with the formula C4H6N2O2 (ωB97M-V/def2-TZVPD, the OMol25 dataset).

Geometry (Å):
C (0.61, 0.48, 0.72)
C (-0.80, 0.46, -1.22)
C (-0.45, -0.35, 0.04)
C (-0.46, -1.81, 0.24)
H (1.96, 0.92, 1.99)
H (1.72, 1.84, -0.20)
H (-0.92, -0.18, -2.14)
H (-1.80, 0.99, -1.03)
H (-0.91, -2.43, -0.58)
H (0.22, -2.29, 0.95)
N (1.28, 0.19, 1.74)
N (0.73, 1.72, -0.03)
O (0.23, 1.39, -1.36)
O (-1.40, -0.96, 0.87)

total energy	-415.8872	Ha
lowest unoccupied orbital energy	0.820	eV
2S+1	1
SMILES	[H]/N=C1\NOC[C@@]12CO2
gap between HOMO and LUMO	10.30	eV
energy above the lowest of the compared OMol25 structures with the same formula, charge and spin	4.175	eV

# 4
# C4H6N2O3

A 2-piece molecular cluster, C4H6N2O3 overall (ωB97M-V/def2-TZVPD, the OMol25 dataset).

Geometry (Å):
C (-1.73, -0.12, 0.60)
C (-1.00, 1.07, 0.36)
C (-2.28, -1.02, -0.35)
C (1.55, -0.29, -0.31)
N (-0.52, 1.33, -0.89)
N (2.60, -0.71, -0.94)
O (0.05, 2.50, -0.99)
O (3.62, -0.72, 0.02)
O (1.45, -0.31, 1.03)
H (-1.51, -0.44, 1.65)
H (-0.75, 1.74, 1.13)
H (-2.85, -1.85, 0.00)
H (-2.33, -0.55, -1.30)
H (0.60, -0.16, -0.86)
H (3.10, -0.46, 0.83)

total charge	-2
total energy	-491.0190	Ha
lowest unoccupied orbital energy (spin up / spin down)	6.889 / 6.889	eV
2S+1	1
gap between HOMO and LUMO (spin up / spin down)	6.12 / 6.12	eV
energy above the lowest of the compared OMol25 structures with the same formula, charge and spin	0.000	eV

# 5
# C4H6N2O3

A 3-piece molecular cluster, C4H6N2O3 overall (ωB97M-V/def2-TZVPD, the OMol25 dataset).

Geometry (Å):
C (-2.52, 0.98, -0.09)
C (1.53, -0.24, -0.96)
C (-0.49, -0.97, 1.13)
C (1.18, 0.35, 0.32)
N (-0.30, -2.21, -0.83)
N (-0.64, -1.68, 0.15)
O (-2.75, 1.34, 0.97)
O (-2.32, 0.63, -1.16)
O (0.55, 1.55, 0.27)
H (0.87, -1.16, -1.19)
H (1.32, 0.44, -1.77)
H (2.54, -0.63, -0.99)
H (-1.14, -0.45, 1.78)
H (1.78, 0.14, 1.20)
H (0.40, 1.91, 1.15)

total energy	-491.1184	Ha
lowest unoccupied orbital energy	0.430	eV
2S+1	1
gap between HOMO and LUMO	8.46	eV
energy above the lowest of the compared OMol25 structures with the same formula, charge and spin	4.967	eV

# 6
# C4H6N2O4

One molecule with the formula C4H6N2O4 (ωB97M-V/def2-TZVPD, the OMol25 dataset).

Geometry (Å):
C (-0.69, -0.29, -0.63)
C (1.71, -0.11, -0.23)
C (1.28, 0.48, 1.09)
C (0.07, -0.26, 1.68)
H (-2.20, -0.95, -1.91)
H (-1.55, -2.11, -0.93)
H (-1.74, 1.44, -0.43)
H (-0.16, 1.68, -1.02)
H (2.08, 0.45, 1.83)
H (1.05, 1.53, 0.90)
N (-1.35, -1.26, -1.46)
N (-0.95, 1.04, -0.90)
O (0.68, -0.52, -1.03)
O (2.86, -0.13, -0.59)
O (-0.21, -0.40, 2.85)
O (-0.88, -0.59, 0.76)

total energy	-566.5197	Ha
lowest unoccupied orbital energy	0.338	eV
2S+1	1
SMILES	NC1(N)OC(=O)CC(=O)O1
gap between HOMO and LUMO	10.66	eV
energy above the lowest of the compared OMol25 structures with the same formula, charge and spin	0.524	eV

> Number 6 is which compound?

C4H6N2O4